9
Properties=species:S:1:pos:R:3:forces:R:3:mulliken_spin:R:1 method="wB97M-V/def2-TZVPD" spin_multiplicity=2 homo_ev="-6.209 / -8.579" orbital_gap_ev="5.53 / 8.05"
O -0.2718 -0.9142 1.1335 -0.575 0.649 -0.445 0.02
O -0.4392 -0.5914 -0.9911 -2.049 2.834 1.163 -0.01
C 0.9645 -0.5343 0.6565 -0.791 0.990 -1.308 -0.05
C 0.7405 0.0465 -0.5748 1.990 -4.164 0.493 0.05
C -1.2226 -0.6639 0.1512 2.406 -1.432 -0.568 0.08
H 1.8563 -0.8718 1.1722 -0.312 0.680 0.231 0.00
H -0.6648 1.7775 -0.3618 -0.151 0.137 0.127 -0.01
Pb -2.4556 1.5994 0.1722 -0.127 -0.145 -0.017 0.92
H 1.4926 0.1522 -1.3579 -0.392 0.450 0.324 0.00


21
Properties=species:S:1:pos:R:3:forces:R:3:nbo_charge:R:1 method="wB97M-V/def2-TZVPD" spin_multiplicity=1 homo_ev=-9.665 orbital_gap_ev=10.63
C 0.7121 1.7469 -0.3750 1.176 0.472 -0.490 -0.48
C 0.3106 1.3725 0.8427 1.198 1.119 0.069 -0.14
C 0.6161 0.1395 1.6326 -0.980 -0.376 -0.422 -0.45
C 1.2316 -1.0314 0.7783 -1.566 1.353 1.669 -0.40
C 0.2147 -1.5482 -0.2479 1.118 1.003 -0.619 -0.41
C -1.2257 -1.6619 0.1591 -0.851 0.426 -0.485 -0.63
H 1.1746 1.1550 -1.1683 -0.106 -0.538 0.595 0.19
H 0.9380 2.8032 -0.5935 -1.200 -0.211 0.137 0.21
H -0.0674 2.2080 1.4281 -0.052 -0.098 0.213 0.20
H 1.2144 0.3968 2.5205 0.481 0.244 -0.637 0.23
H -0.3270 -0.0695 2.1734 0.170 -0.799 -0.492 0.22
H 2.0956 -0.6101 0.2755 0.284 -0.217 -0.059 0.21
H 1.5378 -1.7247 1.5485 0.259 -0.764 -0.232 0.20
H 0.6374 -2.4475 -0.7136 -0.415 0.010 0.067 0.21
H 0.2184 -0.7612 -1.0122 0.093 -0.400 -0.264 0.20
H -1.6805 -0.6997 0.4229 0.608 0.108 0.567 0.21
H -1.3359 -2.3452 1.0133 -0.599 -0.138 -0.641 0.21
H -1.8356 -1.7831 -0.7749 0.389 -1.174 0.953 0.23
O -1.8629 1.4929 -2.5872 0.373 0.080 0.015 -0.94
H -1.3956 1.7289 -3.3925 -0.201 -0.024 -0.328 0.46
H -1.1708 1.6388 -1.9299 -0.178 -0.079 0.384 0.47


64
Properties=species:S:1:pos:R:3:forces:R:3:mulliken_spin:R:1 method="wB97M-V/def2-TZVPD" spin_multiplicity=2 homo_ev="-0.102 / -0.574" orbital_gap_ev="4.37 / 4.84" charge=-2
Cu 1.1989 0.7819 1.0289 0.342 0.331 -0.006 0.00
O -0.1183 1.5934 2.6220 -0.124 0.024 0.036 0.00
N -0.1369 2.8982 2.5598 0.023 -0.109 0.042 0.00
C -1.2853 3.5230 2.9033 0.005 0.058 0.002 0.00
C -1.4172 4.8866 2.8807 0.031 -0.029 -0.011 0.00
C -0.3150 5.6448 2.4757 -0.058 0.035 0.023 0.00
C 0.8428 5.0033 2.1209 0.106 -0.061 -0.023 0.00
C 0.9829 3.5971 2.1490 -0.043 0.075 0.033 0.00
S 2.4020 2.7660 1.7174 -0.245 -0.067 -0.051 0.00
H -2.0691 2.8383 3.1899 0.001 -0.004 0.000 0.00
H -2.3595 5.3345 3.1616 -0.001 0.011 0.000 0.00
H -0.3749 6.7251 2.4317 0.004 0.010 -0.001 0.00
H 1.7099 5.5572 1.7898 0.000 0.007 0.000 0.00
Br -0.9751 3.6818 -7.7107 0.006 0.024 -0.011 0.00
C -1.1529 1.9688 -6.8732 0.029 0.008 0.006 0.04
C -2.3816 1.3168 -6.8880 -0.052 -0.022 0.003 -0.01
C -2.5100 0.0842 -6.2906 -0.071 0.063 -0.024 0.02
C -1.4190 -0.5737 -5.6461 -0.086 -0.298 -0.007 0.01
C -0.1858 0.1463 -5.6360 0.055 0.050 0.015 0.07
C -0.0652 1.3811 -6.2433 0.002 -0.016 0.006 -0.03
N -1.6276 -1.8141 -5.1812 0.118 0.204 -0.002 0.09
N -0.6418 -2.4579 -4.5152 -0.038 0.026 -0.007 0.46
C -0.0873 -1.9468 -3.3797 0.019 -0.053 0.016 -0.09
C 1.0938 -2.5817 -2.9583 0.055 -0.049 0.013 0.18
C 1.8197 -2.2134 -1.8375 0.022 -0.064 -0.022 -0.15
C 1.4148 -1.1752 -0.9859 -0.035 -0.030 0.025 0.18
O 2.0614 -0.8339 0.0785 -0.017 -0.051 -0.110 0.10
C 0.1688 -0.5309 -1.3500 -0.025 0.010 0.036 0.04
N -0.2636 0.4323 -0.4881 0.097 -0.169 -0.113 0.03
C -1.4304 0.9952 -0.6835 -0.047 0.105 0.066 -0.05
C -2.2726 0.6457 -1.7458 0.037 0.006 0.058 0.07
C -1.8432 -0.2945 -2.6478 -0.016 0.018 -0.006 -0.03
C -0.5825 -0.9081 -2.5002 -0.127 0.026 -0.041 0.05
H -3.2353 1.7793 -7.3700 0.003 -0.001 0.000 0.00
H -3.4605 -0.4366 -6.3127 -0.007 0.004 -0.007 0.00
H 0.6752 -0.2885 -5.1489 0.022 0.005 0.002 0.01
H 0.8876 1.8965 -6.2203 0.008 0.005 -0.002 0.00
H 1.4370 -3.3956 -3.5880 0.024 0.002 0.017 0.01
H 2.7352 -2.7372 -1.5830 0.004 -0.011 -0.014 -0.01
H -1.7215 1.7526 0.0390 -0.010 0.012 0.003 -0.01
H -3.2385 1.1219 -1.8545 -0.005 0.008 0.006 0.01
H -2.4758 -0.5850 -3.4722 0.020 -0.024 -0.019 -0.02
C 0.3941 0.0123 5.4835 -0.017 0.009 0.009 0.00
C 1.3014 -1.1465 5.0875 0.050 -0.004 0.047 0.00
As 1.6625 -1.1877 3.1376 -0.109 -0.054 0.037 0.00
C 2.4610 -2.9997 3.1490 0.037 -0.011 0.008 0.00
C 2.5617 -3.5977 1.7503 -0.009 -0.021 0.001 0.00
C -0.1479 -1.7022 2.5224 0.034 0.067 -0.045 0.00
C -0.8468 -2.8422 3.2476 -0.019 -0.008 -0.004 0.00
H 0.2418 0.0566 6.5669 0.003 0.004 0.002 0.00
H -0.5844 -0.0727 5.0072 -0.014 -0.015 -0.001 0.00
H 0.8069 0.9643 5.1488 0.017 0.013 -0.008 0.00
H 0.8874 -2.1035 5.4169 -0.007 -0.015 0.000 0.00
H 2.2824 -1.0425 5.5625 -0.029 -0.005 0.016 0.00
H 1.8852 -3.6454 3.8186 0.001 -0.015 0.005 0.00
H 3.4551 -2.8865 3.5919 -0.002 0.000 -0.009 0.00
H 1.5720 -3.8003 1.3363 -0.019 -0.004 -0.005 0.00
H 3.1182 -4.5399 1.7554 0.005 -0.007 -0.001 0.00
H 3.0377 -2.9018 1.0597 0.014 0.019 -0.007 0.00
H -0.0178 -1.9303 1.4623 -0.012 -0.004 -0.003 0.00
H -0.7422 -0.7860 2.5578 0.029 -0.009 0.018 0.00
H -0.2941 -3.7799 3.1603 0.023 -0.012 0.000 0.00
H -1.8423 -3.0141 2.8282 0.001 -0.007 -0.008 0.00
H -0.9754 -2.6330 4.3120 -0.004 0.014 0.017 0.00


11
Properties=species:S:1:pos:R:3:forces:R:3:nbo_charge:R:1 method="wB97M-V/def2-TZVPD" spin_multiplicity=1 homo_ev=-9.163 orbital_gap_ev=8.42
C -0.4730 0.1500 -0.0313 0.838 2.329 3.656 0.02
C -1.7872 -0.3988 -0.7715 5.067 -1.281 1.357 0.41
C 1.4364 -0.3764 0.6859 -1.372 0.610 -3.265 -0.57
O -0.1535 1.4201 -0.4773 0.048 -0.139 0.444 -0.69
O -2.1639 0.2195 -1.6936 -1.734 0.315 -1.046 -0.47
Br 1.7667 -2.2766 0.8650 -0.100 0.666 0.096 0.07
I 1.8597 0.8524 2.3676 -0.276 -0.480 -0.465 0.21
H -0.7758 0.4364 1.0296 -0.085 -1.155 -0.970 0.19
H -1.9174 -1.4190 -0.3864 -1.585 -0.070 -0.311 0.14
H 2.0326 0.0396 -0.2325 -1.071 -0.939 1.943 0.22
H 0.1753 1.3529 -1.3554 0.271 0.143 -1.438 0.47


18
Properties=species:S:1:pos:R:3:forces:R:3:nbo_charge:R:1 method="wB97M-V/def2-TZVPD" spin_multiplicity=1 homo_ev=-8.245 orbital_gap_ev=8.51
C -0.8587 1.6027 -0.6357 0.287 0.150 0.303 -0.61
C -1.8308 -0.4605 0.4692 0.119 -0.002 0.336 -0.62
C -0.5667 0.2451 0.0012 -0.460 -0.700 -1.963 -0.34
N 0.4854 -1.8602 -0.6563 0.082 -0.236 0.255 -0.73
C 0.3418 -0.5470 -0.7523 0.102 0.922 1.706 0.25
H -0.0981 -2.3613 0.0021 0.000 0.030 -0.252 0.40
H 1.4123 -2.2454 -0.7888 -0.224 0.042 -0.090 0.41
H 1.1991 -0.0427 -1.1867 -0.234 0.030 -0.383 0.22
H -1.4772 2.2050 0.0327 0.150 0.030 0.023 0.22
H 0.0746 2.1389 -0.8263 -0.091 0.069 0.019 0.22
H -1.6243 -1.3683 1.0423 -0.046 0.082 0.146 0.20
H -2.4325 0.2061 1.0890 0.134 -0.087 0.136 0.23
H -1.4032 1.5219 -1.5804 0.003 -0.118 0.044 0.20
H -2.4770 -0.7512 -0.3661 0.146 0.043 -0.095 0.21
C 1.8738 0.4655 1.5293 -0.935 0.086 -0.816 -0.34
C 3.0054 0.3914 1.0675 -0.661 0.098 -0.036 -0.46
H 3.9326 0.3798 0.5390 0.129 -0.037 0.334 0.22
H 0.4434 0.4802 1.0202 1.498 -0.403 0.332 0.32


93
Properties=species:S:1:pos:R:3:forces:R:3:mulliken_charge:R:1 method="wB97M-V/def2-TZVPD" spin_multiplicity=1 homo_ev=-3.812 orbital_gap_ev=5.60 charge=-1
C -1.0012 5.0893 1.9249 -0.074 0.309 1.749 -1.27
C -0.9117 4.9639 0.6357 -0.819 -0.415 -2.510 -0.82
C 0.0155 4.0449 -0.1283 2.231 -0.611 2.402 2.20
C 0.9499 3.3188 0.9004 0.537 -0.520 -0.649 -1.85
C 2.1541 2.6277 0.2080 -0.396 -0.765 0.786 -0.83
C 2.4533 1.2350 0.8221 0.006 -0.191 -1.841 -0.47
C 3.1833 0.4072 -0.2720 1.035 0.659 1.325 -0.54
C 3.9169 -0.8448 0.2729 -0.286 -0.250 -1.828 -0.92
C 3.3188 -2.1485 -0.3308 0.910 0.295 0.841 -0.07
C 4.3776 -3.2606 -0.3734 -0.655 -0.695 0.354 -1.02
C 3.7373 -4.6642 -0.3082 0.797 0.089 -0.325 -0.07
C 3.1961 -5.1578 -1.6707 -0.219 -0.092 0.669 -1.27
O -0.3485 3.1292 -1.1195 -0.370 0.365 -0.019 0.28
C -1.5840 2.5263 -1.4419 -1.336 -1.216 -1.566 0.44
C -1.3755 2.2935 -2.9804 1.053 0.714 -0.132 -1.31
C -1.2344 3.6386 -3.7640 -1.079 -0.690 0.328 -1.44
C -2.8830 3.3605 -1.3272 0.051 0.644 0.464 -1.28
C -4.0299 3.1388 -2.3378 -0.520 0.268 0.218 -1.24
C -5.4269 3.3376 -1.6888 0.190 0.412 -1.238 -0.33
C -6.5029 2.7710 -2.6423 0.306 0.272 0.486 -1.35
C -1.6540 1.0598 -0.7944 1.440 -0.037 -0.211 0.06
N -0.5491 0.2425 -1.2612 -0.454 -0.418 0.310 -0.33
Cl -3.1215 0.1348 -1.4413 -0.183 0.449 0.172 -0.19
N -1.5501 1.0103 0.6444 -1.190 -0.023 0.555 1.00
N -2.0893 2.1405 1.2820 -0.193 0.887 -0.387 -0.80
C -2.1465 -0.1630 1.3059 0.592 -0.578 0.867 -1.12
C -1.5158 -1.5021 1.0266 0.889 0.360 -0.797 -0.11
N -2.0958 -2.5958 1.2119 -0.723 -0.420 0.080 -0.77
P 1.1523 5.3229 -1.0329 -1.554 1.555 -1.038 -0.21
N 1.9192 4.4856 -2.3612 0.643 0.504 0.817 -0.60
O 2.3589 5.7619 0.0356 0.010 -0.724 -0.567 -0.47
H -0.6746 4.3402 2.6351 0.561 0.311 0.042 0.22
H -1.4263 6.0066 2.3149 -0.508 -0.323 0.203 0.33
H -1.5584 5.6256 0.0620 0.598 0.313 -0.272 0.39
H 0.4306 2.5184 1.4364 -0.290 0.273 -0.068 0.76
H 1.3618 4.0063 1.6386 -0.281 0.141 -0.071 0.71
H 3.0634 3.2296 0.3020 -0.081 0.054 -0.160 0.42
H 1.9652 2.4424 -0.8521 -0.111 0.300 0.047 0.46
H 1.5092 0.7090 1.0025 0.091 0.177 0.576 -0.04
H 3.1013 1.2946 1.6969 -0.320 -0.043 0.185 0.60
H 2.5284 0.1780 -1.1162 -0.112 -0.103 0.195 0.23
H 3.9530 1.0872 -0.6676 -0.109 -0.107 -0.147 0.24
H 4.9421 -0.8029 -0.1153 0.033 0.058 0.310 0.38
H 3.9709 -0.8833 1.3619 -0.142 0.012 -0.050 0.41
H 2.9472 -1.9361 -1.3345 -0.209 -0.082 0.092 0.33
H 2.5105 -2.4673 0.3342 -0.194 -0.105 -0.386 0.04
H 5.0365 -3.1523 0.4970 -0.037 0.074 -0.073 0.42
H 5.0107 -3.2234 -1.2692 -0.048 0.331 0.069 0.31
H 2.9800 -4.7032 0.4782 -0.036 -0.129 -0.135 0.04
H 4.5395 -5.3495 -0.0130 -0.217 -0.057 0.162 0.38
H 2.1995 -5.5804 -1.5237 0.028 0.068 -0.169 0.26
H 3.1547 -4.3520 -2.4097 -0.043 -0.095 -0.005 0.36
H 3.8299 -5.9669 -2.0418 -0.046 0.164 -0.201 0.33
H -2.1181 1.6285 -3.4135 -0.127 0.200 0.080 0.72
H -0.4104 1.8137 -3.1460 -0.104 -0.203 0.415 0.66
H -0.3217 3.6373 -4.3534 -0.057 0.142 -0.050 0.32
H -2.1153 3.7295 -4.4050 0.283 0.238 -0.241 0.28
H -1.2504 4.4950 -3.0891 0.257 -0.004 -0.098 0.31
H -2.5720 4.4052 -1.4420 0.009 -0.102 -0.010 0.59
H -3.3284 3.3429 -0.3333 0.345 -0.271 0.037 0.53
H -3.9683 3.9199 -3.1028 0.083 -0.231 -0.130 0.38
H -4.0564 2.1886 -2.8674 0.374 -0.078 0.262 0.47
H -5.5808 4.4227 -1.6769 -0.053 -0.082 0.633 0.32
H -5.4773 2.9227 -0.6814 -0.076 0.018 -0.058 0.37
H -7.4554 3.2973 -2.5458 -0.018 -0.205 0.150 0.42
H -6.1597 2.9407 -3.6664 -0.112 -0.239 -0.011 0.32
H -6.6396 1.7057 -2.4490 -0.082 0.028 -0.280 0.26
H 0.3293 0.7440 -1.1965 -0.095 0.024 -0.111 -0.15
H -0.7329 -0.1516 -2.1724 0.281 0.174 -0.025 0.26
H -1.5591 2.3914 2.1040 0.070 -0.271 -0.016 0.25
H -3.0704 2.0306 1.5320 0.081 -0.157 0.018 0.24
H -3.2425 -0.1957 1.2391 0.117 -0.048 -0.431 0.42
H -1.9661 0.0044 2.3769 0.152 0.049 -0.117 0.57
H -0.4904 -1.4884 0.6435 -0.037 0.374 0.146 0.37
H -1.4636 -3.3574 0.9652 -0.117 -0.110 0.230 0.35
H 1.7427 5.0677 -3.1767 -0.148 -0.123 0.069 0.29
H 2.9293 4.5687 -2.2224 -0.054 -0.592 -0.140 0.27
H 3.2363 5.5114 -0.2911 -0.182 -0.056 0.326 0.27
C -0.4415 -5.6088 4.6322 -0.269 0.020 -0.150 -1.20
C 0.7631 -5.1429 3.8224 0.227 0.227 0.154 -0.07
O 1.7283 -6.1348 3.5742 -0.153 -0.536 0.696 -0.38
C 1.4985 -7.0812 2.4686 0.089 0.729 -1.038 0.11
O 1.1956 -6.4910 1.3520 -0.190 -0.261 -0.083 -0.81
C 0.4786 -8.2030 2.8465 0.113 0.281 0.583 0.80
F 0.6083 -8.6013 4.1485 -0.112 -0.115 -0.099 -0.30
F 0.7004 -9.3166 2.1087 -0.010 0.103 -0.051 -0.30
F -0.8204 -7.8879 2.6792 0.081 -0.120 -0.116 -0.27
H -0.1366 -6.2863 5.4309 0.066 0.057 0.020 0.25
H -0.9563 -4.7482 5.0715 0.070 0.021 0.020 0.44
H -1.1658 -6.1270 4.0087 0.008 -0.043 0.030 0.24
H 1.2861 -4.3887 4.4224 0.085 -0.008 -0.052 0.34
H 0.4520 -4.6387 2.9007 -0.052 -0.226 -0.122 0.12
H 2.4629 -7.6426 2.4932 0.093 0.026 0.102 0.03